No. 1
A gas-phase ion, C5H12N (charge +2) at a distorted geometry, computed with wB97M-V/def2-TZVPD.

```
18
Properties=species:S:1:pos:R:3:forces:R:3:lowdin_spin:R:1
C 0.72422 0.59644 2.15569 -0.35 0.10 -0.28 0.21
C 0.93151 -0.64511 1.38292 -0.17 -0.77 1.22 0.25
C 1.24254 -0.13172 -0.21386 0.02 1.25 -1.60 0.29
C 0.10145 0.62732 -0.85982 -1.51 -1.64 0.31 0.03
C -2.19248 -0.12968 -1.31329 -0.40 -1.12 -0.28 0.00
N -0.94671 -0.33527 -1.39562 1.34 0.52 0.41 0.00
H 1.25242 0.46953 3.13182 0.29 -0.04 -0.21 0.07
H 1.21593 1.51995 1.77491 0.07 0.04 0.40 0.06
H -0.33786 0.82626 2.28498 0.06 0.13 -0.26 0.02
H 1.78579 -1.23871 1.70711 0.19 0.08 -0.45 0.01
H 0.05666 -1.29059 1.25538 0.04 0.08 -0.16 0.02
H 2.12655 0.49021 -0.22313 0.25 0.15 0.50 0.00
H 1.49058 -1.05590 -0.74917 -0.10 -0.45 0.59 0.03
H -0.47949 1.21322 -0.15051 0.44 0.63 -0.14 0.01
H 0.38373 1.17682 -1.75550 0.53 0.42 0.21 0.01
H -2.89478 -0.81362 -1.78876 0.11 0.06 0.02 0.00
H -2.55828 0.67331 -0.71224 -0.22 0.69 0.12 0.00
H -0.53071 -1.12953 -1.87991 -0.61 -0.13 -0.39 0.00
```
Positions in Å, forces in eV/Å.

The calculated total energy comes out at -6847.4401 eV. The calculation puts the gap between HOMO and LUMO (alpha / beta) at 12.4 / 7.6 eV. As for the HOMO energy (alpha / beta): -21.5 / -22.0 eV. The calculation puts the energy above the lowest of the compared OMol25 structures with the same formula, charge and spin at 2.224 eV. As for the charge: +2. As for the spin multiplicity: 2.



No. 2
A molecular structure, C5H12N2 at a distorted geometry, computed with wB97M-V/def2-TZVPD.

```
19
Properties=species:S:1:pos:R:3:forces:R:3:lowdin_charge:R:1
C -0.93289 -0.28469 0.01102 -3.80 5.51 2.09 -0.07
C -1.67640 1.38299 0.64365 -0.03 -1.93 -0.92 -0.20
C 1.02971 -1.71345 -0.50299 0.64 3.15 0.50 -0.16
C 2.40334 -1.83013 0.11490 0.22 -0.27 -0.20 -0.17
C 0.42796 0.05848 -0.10573 1.80 -6.45 -0.95 -0.38
N -1.84457 2.32775 -0.45609 -0.39 -0.39 -0.16 -0.05
N 1.19963 1.00536 -0.03795 0.16 1.99 -0.63 0.15
H 0.64228 1.89819 -0.06123 0.65 -0.80 0.47 0.07
H -2.68371 2.09174 -0.97747 0.20 0.07 -0.13 0.06
H -1.98261 3.27761 -0.12215 0.09 -0.15 0.09 0.06
H -1.20131 -0.95329 0.82115 0.33 -0.24 -0.17 0.10
H -1.40934 -0.51971 -0.93333 -0.11 -0.08 -0.03 0.10
H -1.07475 1.91150 1.38391 0.56 -0.74 0.02 0.08
H -2.59819 1.11263 1.17169 -0.07 -0.09 -0.25 0.07
H 0.36517 -2.51917 -0.19082 -0.32 0.45 0.24 0.07
H 1.04420 -1.67636 -1.59235 0.13 -0.07 -0.03 0.08
H 2.34569 -1.80179 1.20414 -0.01 -0.02 0.00 0.07
H 3.04319 -1.00576 -0.20061 -0.06 0.04 0.01 0.06
H 2.90261 -2.76189 -0.16975 0.01 0.01 0.05 0.06
```
Positions in Å, forces in eV/Å.

The calculated total energy comes out at -8356.5102 eV. The calculation puts the gap between HOMO and LUMO at 9.0 eV. As for the HOMO energy: -8.0 eV. The calculation puts the energy above the lowest of the compared OMol25 structures with the same formula, charge and spin at 3.626 eV. As for the charge: 0. As for the spin multiplicity: 1.



No. 3
C5H12N2 in the gas phase at a distorted geometry, computed with wB97M-V/def2-TZVPD.

```
19
Properties=species:S:1:pos:R:3:forces:R:3:lowdin_charge:R:1
C 0.92842 0.26186 0.02531 -0.22 0.27 -0.15 -0.24
C 1.05425 -0.86493 1.06790 -0.07 -1.63 0.09 -0.19
C -0.10349 -1.86539 1.00764 0.74 1.42 0.15 -0.20
C -1.06030 -1.85182 1.93402 -0.02 -0.44 -0.26 0.00
N -0.10482 0.02252 -0.97593 0.59 0.04 0.30 -0.08
C -0.37701 1.12922 -1.88038 -0.86 -1.06 -0.88 -0.34
N -0.50683 2.48418 -1.41814 0.33 0.30 -0.02 0.01
H 0.74351 1.21634 0.53134 0.01 -0.03 0.25 0.10
H 1.88740 0.38776 -0.47816 0.06 -0.03 -0.15 0.11
H 1.10564 -0.43643 2.06585 0.29 -0.07 0.07 0.10
H 1.92327 -1.48773 0.83603 0.42 0.50 0.24 0.10
H -0.02244 -2.43229 0.08634 -1.13 0.11 -0.17 0.10
H -2.08631 -2.13383 1.74725 0.09 -0.97 0.14 0.05
H -0.80853 -1.57541 2.95322 -0.24 0.93 -0.21 0.06
H -0.94444 -0.30680 -0.52019 -0.11 0.20 -0.04 0.08
H 0.32540 1.11360 -2.71933 0.39 0.19 0.35 0.11
H -1.29788 0.79478 -2.37657 -0.14 0.40 0.13 0.11
H 0.39626 2.92331 -1.30746 -0.07 0.07 0.14 0.06
H -1.05208 2.62105 -0.57873 -0.05 -0.20 -0.01 0.07
```
Positions in Å, forces in eV/Å.

The calculated total energy comes out at -8358.0908 eV. Its SMILES is C=CCCNCN. The calculation puts the gap between HOMO and LUMO at 9.8 eV. As for the HOMO energy: -8.7 eV. The calculation puts the energy above the lowest of the compared OMol25 structures with the same formula, charge and spin at 2.045 eV. As for the charge: 0. As for the spin multiplicity: 1.



No. 4
C5H12N2 in the gas phase at a distorted geometry, computed with wB97M-V/def2-TZVPD.

```
19
Properties=species:S:1:pos:R:3:forces:R:3:lowdin_charge:R:1
C -0.62529 -0.06333 0.77220 -0.57 -0.89 -1.52 -0.24
C -1.32079 0.32792 -0.60657 -0.22 0.88 1.90 -0.21
C -0.98725 -0.58526 -1.73687 -0.73 -0.21 -0.03 -0.19
C -1.96329 -1.22168 -2.39316 0.09 -0.49 1.25 0.00
N 0.79798 -0.29268 0.69688 0.11 0.79 0.13 -0.08
C 1.68682 0.93413 0.92827 -1.18 -2.17 0.20 -0.28
N 2.60042 0.62240 1.96679 1.36 0.96 -0.13 -0.01
H -1.22435 -0.93831 1.09398 0.78 -0.03 0.13 0.11
H -0.71573 0.65440 1.56267 -0.68 0.75 0.18 0.09
H -2.40468 0.35455 -0.42755 0.07 -0.45 -0.10 0.10
H -1.14866 1.39529 -0.76360 0.66 -0.02 -0.59 0.10
H 0.06187 -0.78676 -1.91302 0.03 0.24 -0.51 0.09
H -1.85326 -1.98367 -3.14431 0.45 0.05 -0.33 0.04
H -2.94807 -1.22244 -1.92266 -0.06 0.53 -0.51 0.06
H 1.06258 -0.85749 -0.09347 0.19 0.10 -0.10 0.07
H 1.00490 1.72579 1.28837 0.51 -0.10 -0.52 0.11
H 2.20225 1.17601 -0.02593 -0.26 0.17 0.71 0.11
H 2.41511 0.76526 2.93849 -0.45 -0.02 -0.06 0.06
H 3.35943 -0.00412 1.77948 -0.11 -0.10 -0.07 0.06
```
Positions in Å, forces in eV/Å.

The calculated total energy comes out at -8358.0442 eV. Its SMILES is C=CCCNCN. The calculation puts the gap between HOMO and LUMO at 9.4 eV. As for the HOMO energy: -8.3 eV. The calculation puts the energy above the lowest of the compared OMol25 structures with the same formula, charge and spin at 2.092 eV. As for the charge: 0. As for the spin multiplicity: 1.



No. 5
C5H12N2 in the gas phase at a distorted geometry, computed with wB97M-V/def2-TZVPD.

```
19
Properties=species:S:1:pos:R:3:forces:R:3:lowdin_charge:R:1
C -2.19452 0.48712 -0.34018 -1.47 -1.01 0.56 -0.14
C -1.02456 -0.52110 -0.50853 0.16 2.16 -0.62 -0.25
C 0.14693 0.21999 -1.10892 -0.95 -2.68 -3.49 -0.27
C 1.26757 0.84295 -0.24290 2.10 -0.48 0.32 -0.23
N 2.18490 -0.24759 0.11403 -1.14 2.63 2.16 0.07
C 1.54507 -1.07771 1.05782 -1.28 2.10 1.81 -0.23
N 0.30223 -0.61631 1.88181 -0.09 -2.09 -3.77 -0.02
H -2.51602 0.94918 -1.28870 0.05 -0.56 -0.11 0.07
H -3.13716 0.11966 0.19173 1.27 -0.02 -0.87 0.09
H -1.97263 1.36364 0.23097 0.83 0.55 0.72 0.05
H -1.31903 -1.46712 -0.99307 0.49 0.50 0.40 0.09
H -0.47343 -0.51213 0.89125 1.17 -0.63 2.07 0.07
H -0.21984 0.98040 -1.86057 0.67 -0.50 0.88 0.13
H 0.72860 -0.59597 -1.68269 -0.87 1.41 0.14 0.13
H 1.91251 1.55833 -0.79514 -0.88 -0.37 0.13 0.13
H 0.73037 1.28864 0.60406 0.52 0.06 0.02 0.11
H 1.27961 -1.36294 0.01400 -1.76 -2.68 -1.05 0.12
H 2.15769 -1.68321 1.70438 0.63 -0.62 -0.80 0.11
H 0.60170 0.27416 2.13065 0.58 2.23 1.49 -0.02
```
Positions in Å, forces in eV/Å.

The calculated total energy comes out at -8351.8510 eV. The calculation puts the gap between HOMO and LUMO at 5.2 eV. As for the HOMO energy: -7.0 eV. The calculation puts the energy above the lowest of the compared OMol25 structures with the same formula, charge and spin at 8.285 eV. As for the charge: 0. As for the spin multiplicity: 1.



No. 6
A molecular structure, C5H12N2 at a distorted geometry, computed with wB97M-V/def2-TZVPD.

```
19
Properties=species:S:1:pos:R:3:forces:R:3:lowdin_charge:R:1
C -2.05786 0.13525 -1.13979 -0.12 -0.73 0.13 -0.16
C -0.78529 1.07122 0.58666 -0.90 0.57 -1.62 -0.13
N -1.05065 1.05715 -0.73160 0.07 0.86 1.45 -0.08
H -3.03512 0.62908 -1.10832 -0.04 -0.12 -0.03 0.09
H -2.07957 -0.76860 -0.49245 -0.28 0.42 -0.25 0.07
H -1.86130 -0.20293 -2.15769 -0.14 0.10 -0.05 0.07
H -1.55656 0.75034 1.29719 0.30 -0.51 -0.03 0.10
H -0.25814 1.95754 0.92586 0.49 -0.22 0.04 0.09
C 1.82971 0.16049 1.27248 -0.48 0.18 0.45 -0.09
C 1.06833 -0.51024 -1.08716 -0.52 0.64 2.16 -0.01
C 0.58773 -0.36932 0.57616 2.63 -0.38 -3.84 -0.52
N 0.08542 -1.48285 1.01032 -1.28 -0.22 2.62 0.12
H -0.91237 -1.63264 0.87529 0.39 -0.47 -1.10 0.04
H 2.14239 1.10368 0.82854 0.02 0.08 0.08 0.08
H 1.59930 0.28511 2.33035 0.16 0.16 0.06 0.08
H 0.38349 -1.09233 -1.69328 -0.14 -0.06 0.17 0.05
H 2.02068 -1.01904 -0.96598 0.00 -0.21 -0.21 0.05
H 1.22598 0.47426 -1.51858 -0.10 0.06 0.07 0.06
H 2.65382 -0.54617 1.19200 -0.07 -0.14 -0.08 0.08
```
Positions in Å, forces in eV/Å.

The calculated total energy comes out at -8354.9609 eV. The calculation puts the gap between HOMO and LUMO (alpha / beta) at 8.3 / 6.9 eV. As for the HOMO energy (alpha / beta): -8.5 / -7.6 eV. The calculation puts the energy above the lowest of the compared OMol25 structures with the same formula, charge and spin at 5.175 eV. As for the charge: 0. As for the spin multiplicity: 1.